Entry 1:
{
  "formula": "C4H8N4",
  "method": "the ωB97M-V functional and the def2-TZVPD basis",
  "elements": ["N", "H", "N", "H", "N", "H", "H", "H", "N", "C", "C", "H", "H", "C", "C", "H"],
  "positions_angstrom": [[-0.65346, 0.76121, -0.39200], [-0.13563, 0.72294, 1.47885], [-1.61875, 1.52788, -2.20944], [0.99657, -2.69134, 1.83158], [0.32034, 1.52513, -1.05132], [-0.06030, -1.79008, -0.05094], [1.26383, -0.43771, -0.23292], [-2.66263, 0.15431, -0.71909], [-0.43987, 0.10639, 0.77419], [-0.35612, 2.01880, -2.07156], [-1.80895, 0.79283, -1.12734], [0.90195, -1.17324, 2.58254], [0.14091, 2.73894, -2.67568], [1.23404, -1.60306, 1.61446], [0.59350, -0.99430, 0.42932], [2.28458, -1.65871, 1.81936]],
  "forces_ev_per_a": [[-0.4, 1.9, -2.3], [0.7, 0.9, 0.8], [-0.9, 0.3, 0.4], [-0.3, 1.1, -0.8], [-1.4, -0.2, 1.1], [1.2, 1.2, 0.0], [0.2, -0.9, -0.2], [1.1, 1.3, -1.1], [0.5, -2.8, -0.7], [0.2, -1.5, 1.2], [0.8, -1.0, 1.1], [-0.3, 0.3, -0.6], [-0.1, 0.2, -0.8], [-0.4, -2.1, 3.5], [-1.9, 0.5, -0.4], [1.0, 0.7, -1.0]],
  "gap_ev": 10.994,
  "homo_ev": -9.984,
  "mol_weight_da": 112.1,
  "smiles": "CCNn1cncn1",
  "e_above_lowest_kcal_mol": 51.3,
  "energy_ha": -376.1667,
  "multiplicity": 1
}



Entry 2:
{
  "formula": "C4H8N4",
  "method": "the ωB97M-V functional and the def2-TZVPD basis",
  "elements": ["C", "H", "C", "N", "H", "N", "N", "H", "H", "H", "C", "C", "N", "H", "H", "H"],
  "positions_angstrom": [[-0.96829, -1.14800, -0.76057], [-0.29610, -1.37513, -1.56218], [-2.11060, 0.74104, 0.70741], [-0.44233, -1.19513, 0.57468], [2.79575, 1.50379, -0.06880], [0.90239, -1.06927, 0.66705], [0.27860, 0.88972, -0.27907], [-1.84240, -1.67290, -0.86763], [-1.69454, 1.74093, 1.27767], [2.64654, 0.22379, -1.31850], [2.56817, 0.41332, -0.18863], [-0.89940, 0.15557, -0.00582], [1.22669, 0.09074, 0.14720], [-2.49266, 0.04470, 1.37625], [3.18541, -0.33368, 0.27774], [-2.85722, 0.99053, 0.02318]],
  "forces_ev_per_a": [[1.2, 1.4, -0.2], [0.6, 0.4, -0.4], [3.5, 3.4, 0.2], [-0.5, 0.2, 1.3], [-0.2, -1.2, 0.5], [2.3, 0.7, -0.3], [0.3, -0.2, 1.1], [-2.2, -1.0, 0.1], [-1.3, -2.5, -1.3], [0.0, 0.3, 1.5], [1.0, 0.4, -2.4], [-1.0, -1.3, -0.2], [-2.5, -0.4, -0.7], [-0.5, -1.2, 1.4], [0.6, 0.3, 0.5], [-1.3, 0.8, -1.1]],
  "gap_ev": 8.621,
  "homo_ev": -7.933,
  "mol_weight_da": 112.1,
  "e_above_lowest_kcal_mol": 108.1,
  "energy_ha": -376.0762,
  "multiplicity": 1
}



Entry 3:
{
  "formula": "C4H8N4",
  "method": "the ωB97M-V functional and the def2-TZVPD basis",
  "elements": ["C", "N", "C", "N", "H", "H", "H", "C", "H", "H", "N", "H", "N", "C", "H", "H"],
  "positions_angstrom": [[-0.63031, -0.21518, -0.03911], [2.54387, 1.05550, -1.03202], [0.63796, -0.38388, -0.49301], [1.23091, 0.85896, -0.84379], [-4.49997, -1.82590, 1.35851], [4.11185, 2.59938, -0.67232], [2.63303, 2.99194, -1.66135], [-3.47394, -2.12334, 1.05205], [-1.22982, 0.68888, 0.26209], [1.36426, -1.31035, -0.52577], [-1.31171, -1.32474, 0.59763], [-1.01382, -2.26455, 0.55298], [-2.59347, -1.13182, 0.94203], [2.92514, 2.45271, -0.81404], [-3.05736, -3.14386, 1.21785], [2.36338, 3.07624, 0.09830]],
  "forces_ev_per_a": [[-0.7, -2.4, 2.6], [-4.6, -2.2, 2.0], [2.4, 0.5, -1.3], [3.9, 2.1, 0.5], [1.0, -0.4, -0.3], [-2.9, -0.8, -0.3], [-0.2, 1.1, -1.5], [2.9, 1.9, 1.3], [1.2, -0.6, -1.2], [-2.1, 1.5, 0.2], [-0.2, 1.8, -0.4], [0.8, -1.0, -0.4], [-2.9, -1.0, -0.8], [0.9, 1.5, 2.6], [-0.8, 0.4, -0.6], [1.4, -2.1, -2.1]],
  "gap_ev": 8.103,
  "homo_ev": -8.146,
  "mol_weight_da": 112.1,
  "smiles": "C=NN/C=C/N=N/C",
  "e_above_lowest_kcal_mol": 129.0,
  "energy_ha": -376.0428,
  "multiplicity": 1
}



Entry 4:
{
  "formula": "C4H8N4",
  "method": "the ωB97M-V functional and the def2-TZVPD basis",
  "elements": ["C", "H", "N", "H", "H", "C", "H", "C", "H", "N", "C", "H", "H", "N", "N", "H"],
  "positions_angstrom": [[1.95680, -0.55816, -0.07395], [-0.89638, -2.27704, -0.62754], [-2.34365, -0.70282, 0.52559], [0.39912, 2.68717, -0.71397], [2.85239, -0.45096, -0.83490], [-0.65033, 0.96117, 0.14149], [-2.35635, -0.24575, 1.49872], [-0.28079, -1.47224, -0.38137], [0.32334, 1.11184, -1.70054], [-1.11368, -0.42439, -0.10100], [0.16877, 1.60361, -0.73161], [-0.86995, 1.31635, 1.26825], [2.93187, 0.31790, 1.14668], [0.99941, -1.53611, -0.56300], [2.02716, -0.13162, 1.20525], [-3.14773, -0.19895, -0.05810]],
  "forces_ev_per_a": [[0.3, -1.1, 1.8], [-0.6, -1.8, -0.2], [-2.3, 1.6, -0.3], [0.1, -1.0, 0.6], [-1.9, 0.1, 1.5], [1.0, 0.0, 1.2], [0.1, -0.9, -1.9], [1.6, 1.2, -0.2], [0.2, 0.2, 0.4], [0.9, 3.1, 1.2], [-2.3, -0.1, 0.0], [0.4, -0.6, -2.9], [0.4, 0.5, 0.8], [0.0, 1.7, 1.1], [-0.1, -1.5, -4.8], [2.3, -1.3, 1.7]],
  "gap_ev": 9.698,
  "homo_ev": -9.042,
  "mol_weight_da": 112.1,
  "smiles": "[H]/N=C/N=C\\N(N)C=C",
  "e_above_lowest_kcal_mol": 92.2,
  "energy_ha": -376.1015,
  "multiplicity": 1
}



Entry 5:
{
  "formula": "C4H8N4",
  "method": "the ωB97M-V functional and the def2-TZVPD basis",
  "elements": ["C", "N", "H", "H", "H", "N", "C", "H", "N", "C", "H", "H", "C", "H", "N", "H"],
  "positions_angstrom": [[0.65204, 0.67892, 2.34931], [-0.71018, 0.16315, 1.78166], [1.31951, -1.86136, -1.14324], [-1.79776, 0.21350, 0.13418], [1.18917, 1.30966, 1.37691], [0.70315, -1.91200, -1.98288], [-0.65908, 0.17694, 0.35395], [-0.76179, 2.36984, 2.04482], [0.32711, -0.22497, -0.34455], [0.24291, -0.45814, -1.78599], [-0.26663, 0.12258, -3.65202], [-1.49234, 1.09889, 3.33372], [-0.59582, 1.28800, 2.58392], [1.53627, -0.06113, 2.95584], [-0.17339, 0.32818, -2.76826], [1.40645, -1.78680, -2.85907]],
  "forces_ev_per_a": [[4.8, -1.8, -2.2], [4.4, -1.8, -2.8], [-0.1, -1.2, -0.8], [1.9, 0.4, -1.1], [-1.1, -2.1, 3.2], [2.3, 4.1, -1.1], [-3.1, -1.5, 0.7], [0.4, -2.5, 1.5], [-0.7, 1.3, -1.4], [-1.6, -0.7, -3.4], [0.0, -2.4, -5.6], [2.8, 1.0, -0.2], [-5.9, 5.1, 1.4], [-3.5, 2.4, -1.6], [1.4, 0.5, 10.8], [-2.1, -0.8, 2.6]],
  "gap_ev": 10.058,
  "homo_ev": -9.471,
  "mol_weight_da": 112.1,
  "smiles": "[H]/N=C(N)/N=C/N1CC1",
  "e_above_lowest_kcal_mol": 138.3,
  "energy_ha": -376.0280,
  "multiplicity": 1
}



Entry 6:
{
  "formula": "C4H8N4",
  "method": "the ωB97M-V functional and the def2-TZVPD basis",
  "elements": ["H", "C", "H", "C", "H", "H", "H", "N", "N", "N", "H", "H", "C", "N", "C", "H"],
  "positions_angstrom": [[0.88258, -1.41397, -1.97389], [1.16010, -0.37737, -1.76388], [-2.94267, -0.81688, 0.91687], [1.51270, 0.48793, 0.07770], [-2.79016, 0.73063, 1.77514], [1.30529, 0.15565, -2.70415], [3.20411, -0.02836, -1.06106], [1.86190, 1.18978, 1.04513], [2.26647, -0.26575, -0.80914], [0.29777, 0.35830, -0.85828], [-1.56552, -0.58888, -0.96806], [-2.13393, -0.73898, 2.49743], [-0.86151, -0.07333, -0.29948], [-1.01120, 0.04767, 0.95293], [-2.28873, -0.21171, 1.55555], [1.10279, 1.54527, 1.61720]],
  "forces_ev_per_a": [[-0.1, 0.0, 0.1], [0.3, -0.4, -0.6], [-0.1, 0.0, 0.0], [-0.7, 1.2, -1.6], [0.0, 0.0, 0.1], [0.1, 0.0, 0.0], [0.4, 0.2, 0.0], [-0.1, -0.6, 0.5], [-0.6, -0.4, -0.2], [2.1, 0.4, 1.7], [-0.1, 0.3, 0.0], [-0.1, 0.0, 0.0], [-0.7, -1.0, 1.0], [-0.2, 0.6, -0.3], [-0.1, -0.4, -0.1], [-0.1, 0.1, -0.4]],
  "gap_ev": 9.888,
  "homo_ev": -8.912,
  "mol_weight_da": 112.1,
  "smiles": "[H]/N=C1/NCN1/C=N/C",
  "e_above_lowest_kcal_mol": 41.1,
  "energy_ha": -376.1829,
  "multiplicity": 1
}



Entry 7:
{
  "formula": "C4H8N4",
  "method": "the ωB97M-V functional and the def2-TZVPD basis",
  "elements": ["N", "C", "C", "N", "N", "H", "C", "H", "N", "H", "H", "H", "H", "H", "C", "H"],
  "positions_angstrom": [[-1.37893, 0.49136, 0.29867], [-1.40695, -0.94360, 0.58466], [1.70911, 0.71760, 0.80156], [2.41835, -0.81228, -0.64496], [0.85682, 1.21101, -0.15710], [1.80363, 1.33287, 1.73567], [-0.37775, 1.21104, -0.32276], [-3.42045, -0.04340, 0.28570], [2.51812, -0.24306, 0.62107], [3.30079, -1.22994, -0.87337], [-0.64475, -1.52189, 0.04697], [-1.69487, -1.16359, 1.56579], [2.18658, -0.08971, -1.35977], [-2.54182, -0.51573, -1.25992], [-2.46010, -0.25188, -0.21293], [-0.86779, 1.85120, -1.10928]],
  "forces_ev_per_a": [[1.2, 0.0, 1.2], [0.6, 1.0, -1.3], [-0.2, 0.3, 1.4], [-0.6, 0.3, -0.7], [0.8, 1.0, -0.3], [-0.3, -0.9, -0.8], [-2.2, -0.2, -1.4], [0.4, -0.2, -0.4], [0.3, 0.4, -0.2], [0.3, -0.2, 0.0], [-0.4, 0.0, 0.4], [0.1, -0.6, 1.3], [0.1, -0.7, 0.6], [0.2, 0.3, -0.2], [-1.2, -0.3, -0.3], [0.9, -0.3, 0.6]],
  "gap_ev": 9.086,
  "homo_ev": -8.120,
  "mol_weight_da": 112.1,
  "smiles": "N/N=C\\N=C/N1CC1",
  "e_above_lowest_kcal_mol": 73.5,
  "energy_ha": -376.1314,
  "multiplicity": 1
}



Entry 8:
{
  "formula": "C4H8N4",
  "method": "the ωB97M-V functional and the def2-TZVPD basis",
  "elements": ["H", "N", "H", "N", "H", "H", "N", "C", "C", "C", "C", "H", "H", "H", "H", "N"],
  "positions_angstrom": [[0.38654, -0.65305, 0.00675], [-2.27464, -0.73047, -3.05980], [-3.33513, -0.23742, -3.19571], [-0.50565, 1.14043, -0.40672], [-1.97695, -0.88855, -4.27717], [3.19312, -1.02607, 3.25087], [-1.01370, 0.18220, -2.61894], [-1.47689, 0.72337, -1.47685], [0.24313, 0.27266, 0.29047], [1.98524, -1.10123, 2.60538], [1.75430, 0.25869, 2.27704], [2.57007, 0.88465, 2.56161], [1.58924, -2.11353, 2.31041], [-2.83051, 0.51112, -0.86522], [0.79107, 1.94466, 1.21054], [0.90075, 0.83255, 1.38732]],
  "forces_ev_per_a": [[0.6, -5.0, -1.0], [0.3, 1.2, -5.6], [3.9, -0.7, 0.7], [-0.5, -1.7, 0.1], [-1.3, 0.6, 4.8], [-4.2, -1.0, -2.0], [-5.8, 0.6, 3.6], [1.6, -3.1, 1.3], [-2.6, 7.5, -0.3], [3.6, 3.1, 1.1], [1.4, -4.5, 0.0], [0.0, 0.7, 0.6], [0.2, 1.6, 0.4], [4.2, 0.9, -2.3], [0.6, -3.4, 1.3], [-1.9, 3.1, -2.7]],
  "gap_ev": 8.913,
  "homo_ev": -8.493,
  "mol_weight_da": 112.1,
  "e_above_lowest_kcal_mol": 198.7,
  "energy_ha": -375.9318,
  "multiplicity": 1
}



Entry 9:
{
  "formula": "C4H8N4",
  "method": "the ωB97M-V functional and the def2-TZVPD basis",
  "elements": ["C", "N", "H", "H", "H", "C", "N", "H", "H", "C", "N", "H", "H", "C", "N", "H"],
  "positions_angstrom": [[-0.99056, -0.44682, 1.89189], [-0.16847, -1.23332, -0.10894], [1.28124, 2.21931, -1.85528], [-1.30243, 1.52372, 1.22633], [-0.44614, -2.51904, 1.74646], [0.35082, 1.79654, -1.49292], [1.04159, -1.67411, -0.55511], [0.39155, 2.32361, -0.45900], [0.79486, -2.13804, -1.47636], [-0.91671, 0.49780, 0.92619], [0.46844, 0.42928, -1.33978], [-1.09549, -0.71033, 3.10193], [1.71026, -0.94711, -0.38332], [-0.20426, 0.09491, -0.21481], [-0.39457, -1.52392, 1.30714], [-0.52013, 2.30753, -2.31440]],
  "forces_ev_per_a": [[2.0, -3.4, 1.4], [0.5, -3.6, 3.2], [0.3, 0.0, -0.8], [0.8, -1.2, -1.0], [0.2, 2.4, -2.0], [-0.4, 5.1, -0.7], [-1.1, -4.8, -0.7], [-1.1, -0.3, -1.5], [1.9, 1.5, 1.4], [-2.4, 6.1, 2.6], [-2.8, 0.7, 2.8], [-0.5, 1.8, -3.6], [0.6, 0.0, -1.3], [0.1, 0.3, -3.6], [-0.1, -2.8, 1.2], [2.1, -1.7, 2.6]],
  "gap_ev": 8.353,
  "homo_ev": -7.652,
  "mol_weight_da": 112.1,
  "smiles": "C/N=c1\\cc[nH]n1N",
  "e_above_lowest_kcal_mol": 140.2,
  "energy_ha": -376.0251,
  "multiplicity": 1
}



Entry 10:
{
  "formula": "C4H8N4O",
  "method": "the ωB97M-V functional and the def2-TZVPD basis",
  "elements": ["C", "H", "C", "H", "H", "H", "C", "N", "N", "H", "N", "O", "N", "H", "C", "H", "H"],
  "positions_angstrom": [[0.21245, 0.98146, 0.09669], [2.45318, -0.23775, -1.21137], [2.41766, -0.86257, 0.86127], [-2.98994, -1.76746, -0.34028], [0.16316, 3.10133, 0.26307], [-0.62741, -1.88601, -1.09679], [-1.72193, -0.36528, 0.18904], [-1.25819, 1.03586, 0.36713], [1.87636, -1.01595, -0.74779], [-1.87374, 1.76010, -0.14816], [-0.58503, -1.12164, -0.16175], [0.77312, 2.26225, -0.30611], [-2.91973, -0.80442, 0.12042], [1.89040, -1.38173, 1.67966], [0.61922, -0.25880, -0.42791], [2.56587, 0.41254, 1.29304], [3.27528, -1.72487, 0.64916]],
  "forces_ev_per_a": [[-0.9, 1.1, -3.5], [-0.7, -1.6, 0.7], [3.1, -0.8, -1.5], [0.5, 1.7, 1.3], [2.9, -4.1, -2.4], [-0.4, 2.9, 3.9], [0.3, 0.4, -2.2], [0.2, -1.6, -0.5], [-1.5, 4.7, 3.9], [1.6, -1.8, 1.0], [2.5, -2.0, -3.8], [-3.3, 1.7, 3.7], [0.1, -0.1, -0.4], [-1.0, 0.4, -1.1], [-2.8, 0.2, 1.4], [0.1, -4.3, -1.8], [-0.9, 3.1, 1.3]],
  "gap_ev": 7.924,
  "homo_ev": -7.631,
  "mol_weight_da": 128.1,
  "e_above_lowest_kcal_mol": 166.7,
  "energy_ha": -451.2526,
  "multiplicity": 1
}



Entry 11:
{
  "formula": "C4H8N4O",
  "method": "the ωB97M-V functional and the def2-TZVPD basis",
  "elements": ["H", "C", "N", "H", "N", "H", "N", "C", "C", "H", "O", "H", "H", "H", "N", "H", "C"],
  "positions_angstrom": [[0.68729, 3.53980, 0.48836], [-0.08111, -3.05187, -0.34899], [0.38807, -2.04180, -0.97055], [1.00979, -0.06624, -0.38439], [-1.53586, 2.39237, -1.38678], [1.10492, 4.18159, -1.09197], [0.02867, -0.99080, 2.32116], [0.03160, -1.47782, 1.06914], [0.46370, -0.94683, -0.13880], [-0.43084, -1.54256, 3.03008], [-0.19858, -2.83289, 0.88334], [0.48617, -0.05339, 2.73136], [-2.36591, 2.47376, -1.98922], [0.82743, -2.10340, -1.94291], [0.39434, 3.52417, -0.47851], [-0.15135, -4.00618, -0.87105], [-0.65834, 3.00208, -0.92025]],
  "forces_ev_per_a": [[-0.5, -0.1, 0.4], [1.1, -2.8, -3.4], [1.6, 1.1, -3.6], [-0.1, 0.4, 0.0], [0.3, 0.7, -0.6], [-2.6, -2.3, 1.4], [0.6, 2.0, 1.6], [2.0, 1.6, 0.1], [-0.5, -1.0, 1.7], [0.0, 0.0, 0.1], [-1.5, 1.4, 3.0], [-1.3, -3.1, -2.0], [0.2, -0.1, 0.8], [-1.2, 0.2, 1.8], [3.9, 2.9, -1.1], [-0.4, 0.0, 0.8], [-1.4, -0.8, -1.0]],
  "gap_ev": 8.154,
  "homo_ev": -15.946,
  "mol_weight_da": 128.1,
  "e_above_lowest_kcal_mol": 21.2,
  "total_charge": 2,
  "energy_ha": -450.7884,
  "multiplicity": 1
}



Entry 12:
{
  "formula": "C4H8N4S",
  "method": "the ωB97M-V functional and the def2-TZVPD basis",
  "elements": ["H", "C", "H", "H", "N", "H", "H", "C", "C", "N", "H", "H", "N", "H", "C", "S", "N"],
  "positions_angstrom": [[11.03657, -2.67041, -6.19971], [0.87598, -0.62709, -0.23027], [-2.33910, -0.68791, 0.18378], [-2.34753, 0.62688, 1.96164], [-1.44040, -0.63634, -0.37434], [0.81780, -0.62141, -1.33470], [1.20521, -1.64422, 0.05914], [-1.31413, 0.94256, 2.10557], [-1.07731, 1.58498, 3.29594], [-0.30407, 0.50796, 1.35499], [-0.13332, 1.99074, 3.31883], [-1.61527, -0.53262, -2.01913], [-0.35861, -0.21046, 0.31407], [1.67043, 0.07246, 0.09042], [-1.44108, -0.24039, -3.04812], [-2.13030, 2.02068, 4.60851], [-1.10486, 0.12460, -4.08662]],
  "forces_ev_per_a": [[0.1, 0.0, 0.0], [2.3, -0.1, -1.2], [1.8, 0.6, -0.2], [0.0, -0.2, -0.4], [-1.2, -0.8, 0.8], [-0.1, 0.1, 0.5], [-0.6, 0.4, 0.1], [-2.4, -1.0, 0.4], [-2.2, 0.5, 0.6], [2.2, 0.1, -0.1], [2.5, 0.6, 0.6], [0.0, -0.2, 1.1], [-2.7, 0.5, 1.1], [-0.5, -0.3, -0.2], [0.4, 0.4, -1.9], [0.8, -0.6, -1.4], [-0.2, -0.1, 0.1]],
  "gap_ev": 2.857,
  "homo_ev": 1.578,
  "mol_weight_da": 144.2,
  "e_above_lowest_kcal_mol": 40.2,
  "total_charge": -2,
  "energy_ha": -774.2129,
  "multiplicity": 1
}